13
Properties=species:S:1:pos:R:3 method="wB97M-V/def2-TZVPD" largest_force_ev_per_a=3.77 energy_ev=-38415.437
S 2.634 1.194 -0.178
S 0.816 -0.124 1.499
F -0.478 -2.053 0.076
F 0.014 -0.191 -1.953
F -1.749 -1.416 2.119
F -1.995 -0.739 -1.093
F -1.081 1.255 -0.651
C -1.121 -0.410 1.488
C -0.320 -0.721 0.338
C -0.838 -0.047 -0.941
H 3.812 0.934 -0.974
H -1.632 0.514 1.572
H 1.937 1.803 -1.303